{
  "formula": "C23H68N2O11",
  "method": "ωB97M-V/def2-TZVPD",
  "species": ["C", "O", "H", "H", "H", "H", "C", "O", "H", "H", "H", "H", "C", "O", "H", "H", "H", "H", "C", "O", "H", "H", "H", "H", "C", "O", "N", "N", "H", "H", "H", "H", "C", "C", "C", "O", "H", "H", "H", "H", "H", "H", "H", "H", "C", "C", "C", "O", "H", "H", "H", "H", "H", "H", "H", "H", "C", "C", "C", "O", "H", "H", "H", "H", "H", "H", "H", "H", "C", "C", "C", "O", "H", "H", "H", "H", "H", "H", "H", "H", "C", "C", "C", "O", "H", "H", "H", "H", "H", "H", "H", "H", "C", "C", "C", "O", "H", "H", "H", "H", "H", "H", "H", "H"],
  "positions_angstrom": [[-2.817180, -2.224636, 1.696810], [-2.206388, -1.206924, 2.497548], [-2.037599, -2.969404, 1.478766], [-3.326899, -1.887540, 0.849920], [-3.522614, -2.638746, 2.364488], [-2.304901, -1.487234, 3.424211], [-4.269869, 1.191007, 2.926017], [-5.544260, 1.906152, 2.925062], [-3.333029, 1.710805, 3.149734], [-4.179554, 0.492096, 2.054998], [-4.357965, 0.471170, 3.771409], [-6.255593, 1.193109, 2.925612], [1.344057, -0.706259, -4.550444], [1.815526, -1.163119, -3.330059], [1.890967, 0.200072, -4.741296], [0.316944, -0.376834, -4.485136], [1.578517, -1.444810, -5.261278], [2.656181, -1.634347, -3.518439], [-2.532955, -1.981830, -2.833596], [-2.284825, -0.639763, -3.207011], [-3.030502, -2.342730, -3.686709], [-3.042415, -2.019439, -1.887726], [-1.585184, -2.521213, -2.687959], [-1.564494, -0.312056, -2.673948], [-0.419221, -0.712933, -0.533248], [-0.110010, -2.022196, -0.270938], [-0.013229, -0.078841, -1.588535], [-1.192229, 0.006803, 0.206060], [0.639928, -0.571165, -2.212273], [-0.391248, 0.875320, -1.763270], [-1.621797, -0.441986, 1.061851], [-1.342258, 0.990140, 0.056615], [1.215235, -5.294341, 3.012692], [0.518281, -4.206913, 2.218679], [0.484951, -2.828412, 2.980665], [0.941706, -3.948203, 1.074837], [1.135763, -5.136297, 4.080265], [2.245209, -5.384182, 2.827313], [0.615568, -6.208560, 2.858065], [-0.518308, -4.545156, 2.016819], [1.482267, -2.458517, 3.231655], [-0.025867, -2.869233, 3.887319], [0.121678, -2.065305, 2.371375], [0.261327, -3.381622, 0.665135], [0.095673, 3.469790, -0.730800], [-0.581884, 3.179939, -2.048754], [0.323262, 2.839834, -3.248573], [-1.337921, 2.189001, -1.960267], [0.350398, 2.554459, -0.226024], [-0.676222, 3.918139, -0.054595], [0.947699, 4.173256, -0.686475], [-1.180890, 4.025240, -2.313766], [1.159032, 3.562877, -3.200444], [-0.210355, 2.969303, -4.152469], [0.794480, 1.878540, -3.304453], [-2.054288, 2.356351, -2.552259], [4.665078, 0.360402, -1.735993], [3.533589, 1.229502, -1.311823], [4.020649, 2.030257, -0.139418], [3.197540, 2.080213, -2.171485], [4.872542, -0.515116, -1.100752], [5.539340, 0.990089, -1.718524], [4.478399, -0.090924, -2.683751], [2.676873, 0.584492, -1.122346], [5.004089, 2.447568, -0.297159], [4.101595, 1.533174, 0.831177], [3.412633, 2.871279, 0.049118], [2.242709, 2.141579, -2.225058], [3.609293, -2.804887, -0.992210], [3.872152, -2.689044, 0.477651], [3.071121, -1.549221, 1.062259], [3.616650, -3.664948, 1.135997], [4.524272, -3.263225, -1.394597], [3.398498, -1.866337, -1.446094], [2.701799, -3.379676, -1.253622], [4.948353, -2.470928, 0.544032], [2.055843, -1.510284, 0.638400], [3.650341, -0.668142, 0.727770], [3.026722, -1.590848, 2.090150], [2.660641, -3.742293, 1.161915], [1.352960, 0.989079, 1.849777], [0.493262, 1.989971, 2.562422], [1.255352, 3.315957, 2.633831], [-0.605987, 2.149903, 2.034785], [1.497330, 1.162005, 0.753480], [0.857775, -0.010723, 1.949340], [2.334840, 0.963300, 2.323440], [0.393961, 1.540123, 3.526462], [2.239052, 3.153250, 3.184567], [0.736734, 4.107713, 3.174830], [1.522384, 3.606683, 1.580375], [-0.986189, 1.252164, 1.788716], [-4.329509, 0.656003, -0.798178], [-4.861606, 2.033539, -0.360167], [-3.780773, 2.961252, 0.192734], [-5.456709, 2.684719, -1.249595], [-3.639651, 0.830854, -1.659153], [-5.134504, -0.002649, -1.221509], [-3.809017, 0.080453, -0.037697], [-5.545079, 1.885019, 0.456992], [-3.136149, 2.551720, 1.003657], [-4.255741, 3.771409, 0.761696], [-3.249452, 3.420118, -0.637060], [-5.836699, 2.002800, -1.842560]],
  "atomic_forces_ev_per_a": [[1.56, -1.29, 2.05], [-0.25, 0.62, 0.30], [-0.49, 0.15, -0.41], [-0.39, 0.94, -1.38], [-1.14, -1.08, 0.25], [0.32, 0.37, -0.64], [-1.46, -2.51, 0.91], [0.17, -1.11, -0.24], [-0.71, 0.80, -0.50], [0.13, 1.09, 0.35], [0.30, 0.26, -0.24], [1.51, 1.45, 0.00], [0.41, 1.58, 0.09], [1.12, -1.34, 1.17], [0.38, 0.59, -0.84], [-0.54, -0.63, -0.04], [-0.44, -0.67, -1.49], [-0.84, 0.41, 0.68], [1.74, 0.67, 0.26], [-0.28, 0.63, -0.43], [-1.06, -1.14, -0.53], [-0.78, -0.27, 0.30], [-0.19, -0.04, -0.14], [0.31, 0.04, 0.25], [1.73, -6.67, 0.90], [-1.54, 5.56, -1.19], [1.77, 0.64, -2.64], [-3.02, -0.12, 4.20], [-0.12, 0.37, 0.44], [0.58, -1.20, 0.00], [0.89, 0.93, -1.32], [-0.11, -0.01, -0.48], [-1.92, -0.55, 0.35], [-3.85, 0.26, 7.68], [1.57, -1.48, 0.24], [3.65, 0.62, -8.26], [-0.16, 0.42, 0.31], [1.34, -0.34, -0.69], [0.94, -0.07, -0.21], [-0.43, -0.12, 1.35], [0.28, -0.56, -0.02], [-1.20, -0.07, 1.65], [-1.08, 1.04, -1.15], [0.84, 0.46, -0.84], [-0.62, 1.11, 1.14], [6.33, 5.64, -1.72], [2.01, 2.68, 0.88], [-6.65, -6.89, 2.10], [0.44, -0.42, 0.04], [0.52, -0.34, -0.46], [-0.33, -0.47, -0.58], [0.04, 1.33, -0.31], [-0.20, -0.12, -0.69], [-0.57, 0.21, -1.05], [-0.16, -0.86, 0.49], [-1.20, -0.83, -0.45], [0.87, -1.03, 0.26], [1.73, -4.85, 5.92], [0.62, -0.56, 2.40], [-2.52, 5.58, -7.31], [-0.18, 0.70, 0.25], [0.61, -0.03, -0.56], [0.01, 0.00, -1.10], [-0.11, -0.41, 0.90], [0.42, 0.03, -0.52], [-0.04, -0.40, -0.16], [-1.11, 1.00, 0.08], [0.18, 0.28, -0.17], [-0.12, -1.09, -1.37], [2.05, 9.38, -4.60], [0.77, 2.32, -3.30], [-1.59, -11.29, 6.36], [-0.54, -0.02, -0.60], [0.29, 0.91, -0.36], [0.44, -0.24, 0.47], [0.18, 0.36, 0.22], [0.34, -0.07, 0.13], [-0.83, 0.27, 0.48], [0.11, -0.07, 2.28], [-0.75, -0.72, 0.10], [0.43, -1.41, -0.79], [9.05, -0.45, 3.47], [1.71, -0.22, 0.16], [-10.56, -0.11, -4.97], [-0.12, 0.08, 0.86], [0.63, 0.61, -0.09], [-0.03, -0.30, -0.12], [0.18, -0.03, 1.71], [-1.16, 0.18, -0.70], [-0.21, 0.00, -0.28], [-0.34, 0.06, 1.05], [0.59, 1.77, 0.69], [-0.05, 0.21, -1.60], [4.27, -3.81, 6.96], [0.25, 0.15, 1.48], [-4.29, 2.75, -7.81], [-0.24, -0.36, 0.61], [0.34, 0.59, 0.45], [-0.01, 0.23, 0.08], [-0.33, -0.60, 1.04], [-0.02, -0.14, -1.07], [-0.25, 0.04, -0.46], [0.40, -0.11, 0.08], [-0.22, 1.14, -0.02]],
  "lowdin_charge": [-0.097, -0.170, 0.079, 0.051, 0.080, 0.113, -0.158, -0.148, 0.079, 0.060, 0.077, 0.113, -0.135, -0.152, 0.079, 0.080, 0.080, 0.112, -0.130, -0.143, 0.068, 0.063, 0.086, -0.004, -0.580, -0.090, 0.187, 0.194, 0.085, 0.074, 0.090, 0.093, -0.011, -0.587, -0.020, -0.025, 0.076, 0.063, 0.088, 0.134, 0.082, 0.054, 0.017, 0.068, -0.012, -0.585, -0.006, -0.036, 0.041, 0.103, 0.103, 0.143, 0.102, 0.079, 0.048, 0.134, -0.033, -0.647, -0.044, 0.029, 0.075, 0.083, 0.069, 0.121, 0.083, 0.075, 0.054, 0.056, -0.035, -0.688, -0.036, 0.048, 0.094, 0.019, 0.102, 0.147, 0.075, 0.071, 0.052, 0.063, -0.056, -0.678, -0.019, -0.005, 0.076, 0.079, 0.086, 0.133, 0.103, 0.076, 0.071, 0.103, -0.028, -0.646, -0.024, 0.033, 0.072, 0.101, 0.033, 0.111, 0.064, 0.094, 0.068, 0.133],
  "total_charge": 0,
  "e_homo_ha": -0.3129,
  "energy_ev": -50447.030,
  "relative_energy_kj_mol": 787.4,
  "gap_ev": 8.780,
  "smiles": "NC(N)=O.CC(C)O.CC(C)O.CC(C)O.CC(C)O.CC(C)O.CC(C)O.CO.CO.CO.CO"
}